{
  "formula": "C5H7N",
  "method": "wB97M-V/def2-TZVPD",
  "elements": ["H", "N", "C", "C", "C", "C", "C", "H", "H", "H", "H", "H", "H"],
  "positions_angstrom": [[2.24035, -2.04550, -2.00507], [1.68171, -1.48630, -1.36558], [0.45546, -1.46349, -1.71079], [-0.51377, -0.83534, -0.79674], [-0.10218, -0.21605, 0.29011], [0.13276, 0.52742, 1.33403], [-0.57665, 1.86865, 1.38544], [0.05332, -2.01600, -2.57413], [-1.58402, -1.00372, -0.92786], [0.65750, 0.14360, 2.20764], [-1.60712, 1.57854, 1.60286], [-0.25002, 2.58656, 2.14859], [-0.58734, 2.36165, 0.41149]],
  "forces_ev_per_a": [[0.0, 0.1, -0.2], [-0.2, -0.2, -0.3], [0.3, 0.0, 0.2], [0.0, -0.1, 0.2], [-0.1, 0.2, 0.1], [-0.1, 0.0, -0.2], [0.0, 0.2, 0.0], [0.1, 0.3, 0.1], [0.3, -0.4, 0.2], [-0.4, -0.1, 0.0], [-0.1, 0.5, 0.1], [0.2, -0.4, -0.2], [0.1, 0.0, 0.1]],
  "mulliken_charge": [0.23, -0.56, -0.02, -0.58, 0.22, -0.20, -0.94, 0.35, 0.31, 0.33, 0.25, 0.32, 0.31],
  "largest_force_ev_per_a": 0.51,
  "homo_energy_ev": -8.7262,
  "smiles": "[H]/N=C/C=C=CC"
}


{
  "formula": "C2H6OSSi",
  "method": "wB97M-V/def2-TZVPD",
  "elements": ["C", "C", "O", "Si", "S", "H", "H", "H", "H", "H", "H"],
  "positions_angstrom": [[-0.32966, 1.04806, -0.21692], [-0.53252, -2.13736, 1.58116], [2.28603, 1.49823, -1.86654], [0.93180, 0.52290, -1.65061], [1.22163, 1.96948, -3.23909], [-0.50515, 2.09119, 0.02533], [-1.26858, 0.57377, -0.30917], [-0.03267, 0.65517, 0.76938], [-0.43541, -1.09308, 1.32688], [-1.19917, -2.65002, 1.00920], [-0.13629, -2.47834, 2.57037]],
  "forces_ev_per_a": [[1.4, -0.4, 0.9], [1.9, 1.5, 2.4], [-0.6, -0.4, 0.3], [-0.4, 2.1, 0.1], [-0.1, -0.9, 0.7], [0.3, 0.4, -0.8], [-1.2, -0.5, -0.8], [0.6, 0.0, -0.5], [0.2, -0.1, 0.2], [-1.6, -1.8, -1.2], [-0.5, 0.2, -1.3]],
  "mulliken_spin": [0.19, 0.84, 0.02, 0.72, 0.09, 0.01, -0.01, 0.00, 0.07, 0.04, 0.03],
  "largest_force_ev_per_a": 3.43,
  "homo_energy_ev": [-8.7572, -8.6896],
  "spin_multiplicity": 3,
  "s_squared": 2.01
}


For each record above, in turn, the calculated E_tot values are -249.3747, -842.5706 Ha.
For each record above, in turn, the calculated energy above the lowest of the compared OMol25 structures with the same formula, charge and spin values are 258.7, 86.0 kJ/mol.
For each record above, in turn, the calculated M values are 81.12, 106.22 g mol⁻¹.